1.
Below is C30H43N5O7PRuS2Se2 as an isolated structure, with properties calculated with wB97M-V/def2-TZVPD.

Calculated values
E, a.u.: -8004.93631
E_HOMO (alpha / beta), eV: -3.78 / -4.34
<S²>: 6.095

Structure (ORCA input):
```
! RIJCOSX wB97M-V def2-TZVPD def2/J DEFGRID3
* xyz -1 5
Ru -0.047 -1.700 -0.097
C 5.884 5.080 1.394
O 5.742 5.216 2.783
C 4.607 4.703 3.368
C 4.551 4.773 4.765
C 3.477 4.273 5.454
C 2.404 3.658 4.776
C 2.458 3.634 3.363
C 3.540 4.138 2.677
N 1.398 3.133 5.501
N 0.456 2.449 4.941
C 0.613 1.359 4.207
C 1.801 0.585 4.251
C 2.047 -0.407 3.346
C 1.141 -0.700 2.304
O 1.456 -1.524 1.369
C -0.127 -0.020 2.314
N -1.021 -0.334 1.344
C -2.188 0.273 1.306
C -2.560 1.243 2.236
C -1.671 1.594 3.229
C -0.424 0.967 3.293
H 6.881 5.451 1.156
H 5.143 5.674 0.849
H 5.800 4.036 1.078
H 5.386 5.218 5.286
H 3.448 4.314 6.533
H 1.633 3.216 2.806
H 3.539 4.079 1.598
H 2.538 0.832 5.004
H 2.966 -0.974 3.378
H -2.861 -0.013 0.506
H -3.533 1.704 2.163
H -1.902 2.360 3.955
O -0.694 -7.074 0.874
C -0.957 -6.458 -0.355
C -2.226 -5.585 -0.337
C -3.439 -6.525 -0.119
O -4.663 -5.859 0.068
C -2.201 -4.581 0.824
Se -0.461 -3.733 1.316
C -2.410 -4.890 -1.683
Se -0.911 -3.783 -2.333
H -0.409 -6.372 1.478
H -1.084 -7.257 -1.092
H -0.108 -5.830 -0.662
H -3.213 -7.172 0.743
H -3.587 -7.154 -1.003
H -4.553 -5.225 0.786
H -2.522 -5.073 1.747
H -2.878 -3.749 0.615
H -3.270 -4.213 -1.659
H -2.557 -5.631 -2.474
C 2.626 -3.870 -0.856
O 2.580 -2.814 -1.807
P 1.800 -1.451 -1.473
O 3.051 -0.607 -0.939
C 2.887 0.660 -0.336
O 1.742 -0.839 -2.970
C 0.641 -1.170 -3.786
H 2.031 -4.709 -1.228
H 2.237 -3.553 0.115
H 3.665 -4.185 -0.740
H 3.678 0.774 0.408
H 1.917 0.741 0.157
H 2.960 1.447 -1.089
H 0.759 -0.634 -4.729
H -0.295 -0.878 -3.291
H 0.612 -2.245 -3.979
C -2.180 0.817 -5.548
C -2.182 2.075 -4.691
N -1.147 2.018 -3.676
C -1.335 2.201 -2.352
S -0.292 1.516 -1.249
N -2.365 2.991 -1.930
C -2.668 4.294 -2.499
C -4.169 4.520 -2.627
H -2.967 0.873 -6.296
H -2.349 -0.062 -4.933
H -1.227 0.709 -6.063
H -3.143 2.169 -4.184
H -2.028 2.950 -5.337
H -0.369 1.404 -3.882
H -2.469 2.955 -0.924
H -2.188 4.370 -3.473
H -2.240 5.078 -1.862
H -4.606 3.789 -3.301
H -4.355 5.518 -3.018
H -4.645 4.425 -1.654
S -2.932 -1.415 -1.757
C -1.469 -1.989 -1.367
*
```

---

2.
Below is a 8-piece molecular cluster, C30H43N8O13 overall, with properties calculated with wB97M-V/def2-TZVPD.

Calculated values
E, a.u.: -2584.18077
E_HOMO, eV: -6.22

Structure (ORCA input):
```
! RIJCOSX wB97M-V def2-TZVPD def2/J DEFGRID3
* xyz -1 1
N 0.146 1.238 0.679
O 1.250 0.696 0.213
O 0.175 2.155 1.535
O -0.976 1.110 0.170
C -0.779 -3.045 -0.992
C -1.348 -4.289 -1.661
C -0.493 -4.993 -2.521
C 0.899 -4.578 -2.911
C 1.442 -3.262 -2.259
C 0.517 -2.600 -1.199
N 1.678 -5.080 -4.121
O 2.959 -4.967 -4.033
O 1.049 -5.562 -5.064
H -1.385 -2.530 -0.399
H -2.403 -4.458 -1.455
H -1.064 -5.811 -3.157
H 2.569 -3.262 -2.290
H 0.960 -1.794 -0.796
C -0.021 -0.108 5.283
C -0.367 -0.209 3.847
C 0.288 -1.334 3.109
C 1.000 -2.489 3.735
C 1.345 -2.270 5.205
C 0.790 -0.982 5.919
N 1.439 -3.719 3.056
O 1.948 -4.600 3.763
O 0.945 -3.940 1.931
H -0.419 0.758 5.976
H -0.880 0.890 3.376
H -0.113 -1.296 2.033
H 1.888 -3.042 5.658
H 0.903 -0.889 6.958
C 4.304 2.716 0.346
C 3.720 3.026 -0.946
C 4.661 3.693 -1.999
C 6.092 4.092 -1.683
C 6.525 3.802 -0.189
C 5.533 3.133 0.754
N 7.024 4.785 -2.695
O 6.561 4.724 -3.883
O 8.121 4.782 -2.416
H 3.738 2.167 1.245
H 2.653 2.804 -1.282
H 4.522 4.111 -2.942
H 7.498 4.149 0.297
H 5.873 3.089 1.775
C -5.420 4.708 1.300
O -4.645 5.419 1.880
N -5.007 3.671 0.524
C -5.901 2.954 -0.368
C -3.654 3.224 0.706
H -6.514 4.964 1.142
H -6.848 3.302 -0.459
H -5.872 1.796 -0.004
H -5.517 2.929 -1.118
H -3.001 3.847 0.184
H -3.400 2.132 0.371
H -3.318 3.099 1.602
C -4.535 -1.204 -2.617
O -5.569 -1.800 -3.094
N -4.253 0.046 -2.949
C -3.007 0.736 -2.361
C -4.963 0.902 -3.927
H -3.839 -1.631 -1.826
H -3.380 1.598 -1.859
H -2.213 1.068 -3.042
H -2.547 0.109 -1.616
H -4.596 0.646 -5.042
H -4.668 1.769 -3.915
H -6.071 0.730 -4.035
C -4.666 -2.568 2.239
O -4.381 -3.503 1.382
N -4.281 -1.319 2.155
C -4.653 -0.365 3.115
C -3.561 -0.748 1.047
H -5.079 -2.874 2.996
H -5.525 -0.890 3.810
H -5.111 0.498 2.746
H -3.995 -0.124 3.902
H -2.780 -0.011 1.432
H -4.014 -0.344 0.148
H -2.913 -1.586 0.553
C 4.447 -0.497 -0.125
O 4.218 -1.171 0.907
N 5.617 -0.550 -0.816
C 5.812 0.008 -2.161
C 6.557 -1.424 -0.222
H 3.701 0.075 -0.838
H 6.358 1.039 -2.055
H 4.965 0.209 -2.845
H 6.505 -0.682 -2.768
H 7.596 -1.290 -0.648
H 6.519 -2.467 -0.178
H 6.630 -1.240 0.778
*
```

---

Computed relative energy (zero: lowest compared OMol25 entry of this formula, charge and spin), in the same sequence as the records: 21.1; 62.8 kcal/mol.